[1]
A 2-piece molecular cluster, C7H11N6O2 overall, computed with ωB97M-V with the def2-TZVPD basis set.

electronic energy = -752.18615 a.u.
frontier orbital gap = 8.6 eV
HOMO level = -11.435 eV
charge = +1
energy above the lowest of the compared OMol25 structures with the same formula, charge and spin = 0.0 kJ/mol

The geometry in XYZ format:
```
26
Properties=species:S:1:pos:R:3:nbo_charge:R:1
C 3.05 0.51 -0.91 0.249
C 1.54 -0.07 0.54 -0.073
C 1.41 -0.78 -0.65 0.331
C 0.63 -0.23 1.64 0.675
C -1.20 1.68 -0.31 0.481
C -0.46 -1.93 0.16 0.691
C -1.26 1.14 -1.52 -0.638
N 2.35 -0.41 -1.53 -0.454
N 2.61 0.75 0.34 -0.463
N 0.41 -1.71 -0.83 -0.522
N -0.33 -1.24 1.31 -0.585
N -2.22 1.61 0.63 -0.848
N -1.44 -2.81 0.01 -0.750
O 0.56 0.33 2.69 -0.539
O -0.03 2.20 0.15 -0.687
H 3.88 1.03 -1.36 0.230
H -2.18 0.73 -1.90 0.210
H -0.42 1.18 -2.19 0.224
H 2.96 1.44 0.99 0.451
H 0.34 -2.17 -1.73 0.449
H -1.01 -1.40 2.05 0.443
H -3.13 1.46 0.22 0.397
H -2.25 2.36 1.30 0.383
H -2.11 -2.99 0.74 0.430
H -1.55 -3.32 -0.85 0.429
H -0.16 2.64 1.01 0.488
```

---

[2]
C7H11NO as an isolated structure, computed with ωB97M-V with the def2-TZVPD basis set.

electronic energy = -403.19041 a.u.
frontier orbital gap = 8.3 eV
HOMO level = -7.454 eV
charge = 0
energy above the lowest of the compared OMol25 structures with the same formula, charge and spin = 376.9 kJ/mol

The geometry in XYZ format:
```
20
Properties=species:S:1:pos:R:3:nbo_charge:R:1
C -1.30 1.57 0.70 -0.720
C -0.88 -0.43 -1.83 -0.617
C 0.01 0.81 0.83 0.577
C -0.01 -1.47 0.26 0.053
C 0.09 -0.50 -0.68 -0.075
N 2.39 0.20 -0.20 -0.815
C 1.10 0.57 -0.60 -0.120
C -0.06 -2.24 1.30 -0.450
O 0.63 0.77 1.87 -0.610
H 2.38 -0.40 0.61 0.387
H 2.99 0.99 -0.01 0.372
H 1.04 1.32 -1.38 0.210
H -1.47 2.12 1.62 0.244
H -1.30 2.25 -0.15 0.226
H -2.11 0.86 0.55 0.231
H -1.80 -0.98 -1.61 0.223
H -0.39 -0.87 -2.72 0.235
H -1.15 0.59 -2.08 0.213
H -0.55 -1.93 2.22 0.218
H 0.39 -3.22 1.31 0.219
```

---

[3]
The molecule C7H11NO, computed with ωB97M-V with the def2-TZVPD basis set.

electronic energy = -403.19267 a.u.
frontier orbital gap = 8.1 eV
HOMO level = -7.853 eV
charge = 0
energy above the lowest of the compared OMol25 structures with the same formula, charge and spin = 371.0 kJ/mol

The geometry in XYZ format:
```
20
Properties=species:S:1:pos:R:3:nbo_charge:R:1
C 0.00 -0.01 -2.05 -0.610
C -0.17 -0.52 -0.65 -0.148
C -1.26 -1.28 -0.37 0.364
N -1.98 -2.26 -0.49 -0.588
C 0.43 0.22 0.47 -0.148
C 1.20 -0.65 1.45 -0.613
C 1.09 1.55 0.18 -0.612
C -1.17 0.43 0.99 0.429
O -2.10 1.05 0.51 -0.549
H -0.45 -0.71 -2.76 0.226
H 1.06 0.07 -2.29 0.220
H -0.49 0.96 -2.15 0.223
H -2.98 -2.12 -0.35 0.369
H 2.15 -0.95 1.02 0.225
H 1.37 -0.11 2.39 0.210
H 0.65 -1.57 1.69 0.219
H 1.97 1.43 -0.44 0.213
H 0.40 2.23 -0.32 0.226
H 1.36 2.03 1.12 0.218
H -1.08 0.21 2.06 0.127
```

---

[4]
A 2-piece molecular cluster, C7H11NO2 overall, computed with ωB97M-V with the def2-TZVPD basis set.

electronic energy = -478.47941 a.u.
frontier orbital gap = 9.6 eV
HOMO level = -9.482 eV
charge = 0
energy above the lowest of the compared OMol25 structures with the same formula, charge and spin = 308.2 kJ/mol

The geometry in XYZ format:
```
21
Properties=species:S:1:pos:R:3:nbo_charge:R:1
C 2.17 -0.97 -0.94 -0.709
C 2.10 0.34 -0.21 0.508
O 2.72 0.62 0.79 -0.474
C 1.18 1.31 -0.85 0.201
N 0.85 1.94 -1.76 -0.298
H 2.74 -1.69 -0.35 0.240
H 1.16 -1.35 -1.11 0.253
H 2.63 -0.82 -1.91 0.249
C -1.39 -1.13 -0.43 -0.525
C -0.95 -0.42 0.60 0.347
C -0.38 -0.92 1.88 -0.678
O -0.86 1.07 0.55 -0.558
C -1.84 1.83 -0.14 -0.260
H -1.76 -0.68 -1.34 0.220
H -1.37 -2.21 -0.39 0.216
H -1.05 -0.66 2.70 0.235
H -0.24 -2.00 1.84 0.222
H 0.57 -0.45 2.09 0.241
H -2.08 2.68 0.50 0.193
H -2.76 1.31 -0.42 0.181
H -1.43 2.20 -1.08 0.195
```

---

[5]
A 2-piece molecular cluster, C7H11NO2 overall, computed with ωB97M-V with the def2-TZVPD basis set.

electronic energy = -478.37472 a.u.
frontier orbital gap = 8.7 eV
HOMO level = -8.694 eV
charge = 0
energy above the lowest of the compared OMol25 structures with the same formula, charge and spin = 583.0 kJ/mol

The geometry in XYZ format:
```
21
Properties=species:S:1:pos:R:3:nbo_charge:R:1
C -0.25 1.21 1.68 -0.598
C -0.10 1.14 0.36 0.603
O -1.08 1.54 -0.57 -0.529
C -0.69 2.36 -1.58 -0.254
O 1.00 0.72 -0.29 -0.519
C 1.98 -0.03 0.41 -0.253
H 0.48 0.86 2.32 0.205
H -1.17 1.66 2.17 0.228
H 0.42 2.42 -1.66 0.199
H -1.12 3.30 -1.40 0.173
H -1.31 2.08 -2.47 0.176
H 2.68 0.65 1.00 0.173
H 2.61 -0.39 -0.39 0.206
H 1.68 -0.79 1.05 0.190
C -1.70 -3.06 0.83 -0.310
C -1.15 -2.45 -0.19 -0.196
C -0.64 -1.87 -1.19 0.338
N -0.15 -1.41 -2.22 -0.602
H -2.67 -2.99 1.15 0.200
H -1.12 -3.91 1.37 0.195
H -0.68 -0.59 -2.57 0.373
```

---

[6]
The molecule C7H11NO2, computed with ωB97M-V with the def2-TZVPD basis set.

electronic energy = -478.51382 a.u.
frontier orbital gap = 10.5 eV
HOMO level = -9.650 eV
charge = 0
energy above the lowest of the compared OMol25 structures with the same formula, charge and spin = 217.8 kJ/mol

The geometry in XYZ format:
```
21
Properties=species:S:1:pos:R:3:nbo_charge:R:1
C 2.59 -1.78 -0.42 -0.712
C 1.98 -0.47 0.01 0.813
O 2.55 0.39 0.64 -0.593
O 0.72 -0.36 -0.39 -0.506
C 0.08 0.88 -0.11 0.285
C -1.42 0.71 0.08 -0.244
C -2.05 0.11 -1.17 -0.606
C -1.70 -0.15 1.32 -0.602
C 0.87 1.94 0.45 0.102
N 0.64 2.07 -0.79 -0.359
H 1.99 -2.60 -0.03 0.238
H 3.60 -1.85 -0.04 0.238
H 2.59 -1.84 -1.50 0.242
H -1.83 1.72 0.25 0.214
H -1.64 -0.87 -1.36 0.211
H -1.85 0.75 -2.03 0.219
H -3.13 0.03 -1.04 0.208
H -1.29 -1.15 1.17 0.209
H -2.77 -0.23 1.48 0.211
H -1.24 0.29 2.20 0.209
H 1.30 2.43 1.30 0.224
```

---

[7]
The molecule C7H11NO2S2, computed with ωB97M-V with the def2-TZVPD basis set.

electronic energy = -1274.95834 a.u.
frontier orbital gap = 8.9 eV
HOMO level = -8.284 eV
charge = 0
energy above the lowest of the compared OMol25 structures with the same formula, charge and spin = 7.9 kJ/mol

The geometry in XYZ format:
```
23
Properties=species:S:1:pos:R:3:nbo_charge:R:1
O 3.18 -0.22 1.55 -0.579
C 3.65 -0.09 0.45 0.794
O 4.87 0.35 0.14 -0.680
C 2.98 -0.53 -0.81 -0.677
S 1.31 -1.16 -0.60 0.304
C 0.50 0.39 -0.49 -0.047
S 1.22 1.88 -0.62 -0.210
N -0.77 0.18 -0.17 -0.407
C -1.48 -1.10 -0.06 -0.234
C -2.99 -0.79 -0.05 -0.406
C -3.05 0.55 0.69 -0.415
C -1.77 1.31 0.18 -0.206
H 5.35 0.57 0.98 0.500
H 3.01 0.31 -1.47 0.282
H 3.56 -1.34 -1.28 0.255
H -1.23 -1.75 -0.92 0.218
H -1.16 -1.59 0.84 0.207
H -3.62 -1.55 0.47 0.225
H -3.36 -0.74 -1.08 0.210
H -3.93 1.16 0.42 0.222
H -2.99 0.40 1.73 0.209
H -1.27 1.98 0.85 0.230
H -1.99 1.82 -0.76 0.206
```

---

[8]
The molecule C7H11NO2Si, computed with ωB97M-V with the def2-TZVPD basis set.

electronic energy = -767.92494 a.u.
frontier orbital gap = 8.6 eV
HOMO level = -8.906 eV
charge = 0
energy above the lowest of the compared OMol25 structures with the same formula, charge and spin = 40.7 kJ/mol

The geometry in XYZ format:
```
22
Properties=species:S:1:pos:R:3:nbo_charge:R:1
C -1.09 3.03 0.81 -1.177
Si -0.63 1.18 0.98 2.030
O -1.35 0.38 2.01 -1.161
C 0.69 0.54 -0.27 -0.542
C 2.08 1.01 0.32 -0.604
C 0.64 -1.01 -0.13 -0.632
C 0.63 1.13 -1.65 -0.109
C 0.14 0.55 -2.78 -0.316
C -0.18 -0.75 -3.12 0.193
N -0.49 -1.83 -3.44 0.192
O -0.81 -2.97 -3.83 -0.434
H -1.28 3.19 -0.28 0.247
H -1.99 3.28 1.39 0.268
H -0.17 3.63 1.20 0.252
H 2.18 0.90 1.35 0.215
H 2.19 2.06 0.03 0.214
H 2.77 0.28 -0.02 0.224
H 1.55 -1.44 -0.60 0.214
H 0.92 -1.20 0.92 0.229
H -0.26 -1.59 -0.33 0.244
H 0.95 2.12 -1.80 0.211
H 0.05 1.01 -3.74 0.242
```

---

[9]
A 2-piece molecular cluster, C7H11NO3 overall, computed with ωB97M-V with the def2-TZVPD basis set.

2S+1 = 3
electronic energy = -553.59790 a.u.
frontier orbital gap (alpha / beta) = 8.0 / 8.0 eV
HOMO level (alpha / beta) = -7.878 / -9.576 eV
charge = 0
energy above the lowest of the compared OMol25 structures with the same formula, charge and spin = 0.0 kJ/mol

The geometry in XYZ format:
```
22
Properties=species:S:1:pos:R:3:nbo_charge:R:1
C 3.37 -0.54 0.76 0.345
C 3.55 0.47 -0.35 0.361
C -1.68 -0.34 0.04 0.095
C -0.39 0.11 -0.20 0.041
C -2.88 0.59 0.24 -0.664
C -2.12 -1.82 -0.05 -0.648
C 0.06 1.56 -0.21 -0.672
N 0.44 -0.96 -0.33 0.076
O 3.31 1.64 -0.27 -0.497
O 3.93 -1.59 0.76 -0.496
O 1.60 -0.84 -0.75 -0.260
H 2.77 -0.23 1.63 0.115
H 4.11 -0.07 -1.10 0.124
H -3.66 0.45 -0.57 0.230
H -2.51 1.65 0.36 0.218
H -3.41 0.27 1.18 0.223
H -1.33 -2.46 0.13 0.228
H -2.33 -1.87 -1.18 0.231
H -2.98 -1.91 0.65 0.222
H -0.77 2.16 -0.74 0.230
H 1.00 1.56 -0.73 0.250
H -0.06 2.18 0.72 0.248
```

---

[10]
The molecule C7H11NOSi, computed with ωB97M-V with the def2-TZVPD basis set.

electronic energy = -692.82818 a.u.
frontier orbital gap = 9.9 eV
HOMO level = -9.015 eV
charge = 0
energy above the lowest of the compared OMol25 structures with the same formula, charge and spin = 0.0 kJ/mol

The geometry in XYZ format:
```
21
Properties=species:S:1:pos:R:3:nbo_charge:R:1
C -2.08 1.60 0.34 -1.113
Si -1.46 -0.22 -0.04 1.776
C -2.53 -1.02 -1.45 -1.092
O -1.63 -1.19 1.26 -1.105
C 0.70 -0.16 -0.20 -0.088
C 1.45 1.10 -0.10 -0.259
C 2.77 0.98 0.14 -0.184
C 3.31 -0.26 0.53 -0.251
C 2.51 -1.45 0.40 0.028
N 1.24 -1.36 0.03 -0.490
H -1.28 2.38 0.41 0.236
H -2.66 1.90 -0.43 0.222
H -2.75 1.71 1.22 0.249
H -2.06 -1.65 -2.20 0.248
H -3.19 -1.63 -0.98 0.235
H -3.20 -0.24 -1.83 0.229
H -0.76 -1.52 1.59 0.514
H 1.09 2.05 -0.29 0.214
H 3.33 1.88 0.28 0.213
H 4.29 -0.44 0.92 0.217
H 2.94 -2.46 0.39 0.200
```

---

Please write out number 3 again, unchanged.
The molecule C7H11NO, computed with ωB97M-V with the def2-TZVPD basis set.

electronic energy = -403.19267 a.u.
frontier orbital gap = 8.1 eV
HOMO level = -7.853 eV
charge = 0
energy above the lowest of the compared OMol25 structures with the same formula, charge and spin = 371.0 kJ/mol

The geometry in XYZ format:
```
20
Properties=species:S:1:pos:R:3:nbo_charge:R:1
C 0.00 -0.01 -2.05 -0.610
C -0.17 -0.52 -0.65 -0.148
C -1.26 -1.28 -0.37 0.364
N -1.98 -2.26 -0.49 -0.588
C 0.43 0.22 0.47 -0.148
C 1.20 -0.65 1.45 -0.613
C 1.09 1.55 0.18 -0.612
C -1.17 0.43 0.99 0.429
O -2.10 1.05 0.51 -0.549
H -0.45 -0.71 -2.76 0.226
H 1.06 0.07 -2.29 0.220
H -0.49 0.96 -2.15 0.223
H -2.98 -2.12 -0.35 0.369
H 2.15 -0.95 1.02 0.225
H 1.37 -0.11 2.39 0.210
H 0.65 -1.57 1.69 0.219
H 1.97 1.43 -0.44 0.213
H 0.40 2.23 -0.32 0.226
H 1.36 2.03 1.12 0.218
H -1.08 0.21 2.06 0.127
```

---

Which value of energy above the lowest of the compared OMol25 structures with the same formula, charge and spin does entry 10 give? 0.0 kJ/mol

---

Which value of electronic energy does entry 8 give? -767.92494 a.u.